Model 1:
# C4H7NO4

The molecule C4H7NO4 (wB97M-V/def2-TZVPD, OMol25).

Last column: Mulliken charge in e.
Element x y z (Å)
N -0.562 -0.526 1.748  -0.73
C 0.476 0.044 0.947  0.43
C 0.998 -0.498 -0.343  -0.61
C 0.058 -1.180 -1.375  0.46
O -0.947 -1.741 -1.037  -0.56
O 0.656 -1.218 -2.547  -0.46
C -0.057 1.497 0.785  0.31
O 0.067 2.103 -0.246  -0.56
O -0.638 1.884 1.894  -0.54
H -1.440 -0.297 1.331  0.27
H -0.748 -1.499 2.088  0.22
H 1.388 0.229 1.648  0.24
H 1.816 0.092 -0.815  0.35
H 1.674 -1.352 0.020  0.33
H 0.092 -1.789 -3.257  0.40
H -0.807 0.892 2.155  0.47

Its molecular weight is 133.10 g mol⁻¹. Its multiplicity is 1. The calculation puts the HOMO energy at -10.110 eV. The structure (SMILES) is N[C@@H](CC(=O)O)C(=O)O.

=====

Model 2:
# C4H7NO4

The molecule C4H7NO4 (wB97M-V/def2-TZVPD, OMol25).

Last column: Mulliken charge in e.
Element x y z (Å)
C 0.169 -1.744 0.144  -1.37
C -0.137 -0.276 0.181  0.49
C -1.404 0.130 -0.556  -0.68
C -1.574 1.625 -0.383  0.02
O -2.434 2.205 0.246  -0.48
O 0.829 0.533 -0.489  -0.18
O 2.124 0.123 -0.067  -0.06
N 2.618 1.175 0.680  0.25
O 3.608 0.846 1.284  -0.36
H -0.631 -2.290 0.664  0.38
H 0.210 -2.118 -0.882  0.34
H 1.105 -1.963 0.662  0.37
H -0.170 0.065 1.224  0.23
H -1.274 -0.093 -1.624  0.33
H -2.289 -0.398 -0.188  0.38
H -0.749 2.180 -0.895  0.33

Its molecular weight is 133.10 g mol⁻¹. Its multiplicity is 1. The calculation puts the HOMO energy at -10.035 eV. The structure (SMILES) is C[C@H](CC=O)OON=O.

=====

The relative energies come out as model 1 0.0; model 2 118.5, with values in kcal/mol.

=====

Model 1:
# C4H7NO4

The molecule C4H7NO4 (wB97M-V/def2-TZVPD, OMol25).

Last column: Mulliken charge in e.
Element x y z (Å)
C -1.295 -1.352 0.913  -0.78
C 0.209 1.474 -0.982  -1.21
C 1.511 0.295 0.163  0.72
C -0.186 0.157 -0.579  1.21
N -0.140 -0.844 -1.554  -0.66
O -1.071 -0.014 0.456  -0.28
O -0.297 2.397 -0.134  -0.37
O 1.545 0.901 1.354  -0.45
O 2.353 -0.440 -0.244  -0.53
H 0.084 3.248 -0.384  0.46
H 0.733 1.424 1.470  0.39
H 0.339 -0.501 -2.376  0.29
H 0.304 -1.700 -1.242  0.28
H -1.986 -1.270 1.749  0.25
H -1.740 -1.965 0.127  0.34
H -0.363 -1.809 1.262  0.33

Its molecular weight is 133.10 g mol⁻¹. Its multiplicity is 1. The calculation puts the HOMO energy at -9.160 eV.

=====

Model 2:
# C4H7NO4

The molecule C4H7NO4 (wB97M-V/def2-TZVPD, OMol25).

Last column: Mulliken charge in e.
Element x y z (Å)
C 0.941 -0.730 -1.425  -1.11
C -0.207 0.219 -1.284  0.67
O -0.384 1.095 -2.343  -0.63
C -1.041 0.279 -0.232  0.26
O -2.146 1.106 -0.271  -0.55
O -0.855 -0.506 0.906  -0.40
C 0.076 0.048 1.737  0.64
N 0.357 -0.798 2.760  -0.39
O 0.652 1.122 1.614  -0.59
H 0.890 -1.553 -0.704  0.28
H 1.890 -0.205 -1.281  0.25
H 0.941 -1.179 -2.424  0.38
H 0.039 1.929 -2.055  0.35
H -2.190 1.433 -1.190  0.39
H 1.090 -0.540 3.404  0.24
H -0.052 -1.719 2.785  0.21

Its molecular weight is 133.10 g mol⁻¹. Its multiplicity is 1. The calculation puts the HOMO energy at -8.542 eV. The structure (SMILES) is C/C(O)=C(/O)OC(N)=O.

=====

The relative energies come out as model 1 66.7; model 2 0.0, with values in kcal/mol.

=====

Model 1:
# C31H63Cl3N2O6P2S2Si2Ti

A structure of composition C31H63Cl3N2O6P2S2Si2Ti (wB97M-V/def2-TZVPD, OMol25).

Last column: Mulliken charge in e.
Element x y z (Å)
Ti 13.164 10.061 13.111  0.41
C 13.499 6.706 18.810  -1.35
C 13.251 6.895 17.357  0.85
C 13.358 5.634 16.536  -1.11
O 14.351 7.773 16.951  0.23
P 14.139 9.213 16.367  -1.01
O 13.407 9.412 15.054  -0.40
C 15.811 9.893 16.015  -0.32
P 16.293 9.597 14.281  -1.57
O 15.263 10.136 13.329  1.72
O 17.743 10.097 14.148  -0.29
C 18.241 11.267 13.437  0.23
C 17.947 11.092 11.942  -0.94
C 17.562 12.460 14.008  -0.55
O 16.436 8.019 14.340  0.09
C 17.664 7.262 14.373  0.50
C 17.581 6.158 15.464  -1.39
C 17.863 6.613 12.993  -1.24
O 13.406 10.200 17.371  0.03
C 13.675 10.347 18.829  0.42
C 12.368 10.219 19.513  -1.60
C 14.306 11.724 18.969  -1.15
H 12.674 6.142 19.263  0.44
H 13.488 7.657 19.364  0.21
H 14.441 6.159 18.990  0.27
H 12.324 7.418 17.175  0.37
H 14.463 5.390 16.497  0.10
H 13.020 5.862 15.505  0.16
H 12.731 4.820 16.878  0.48
H 16.567 9.568 16.773  0.63
H 15.630 10.967 16.123  0.13
H 19.307 11.140 13.638  0.36
H 16.907 11.040 11.682  -0.10
H 18.307 10.107 11.575  0.32
H 18.454 11.796 11.323  0.53
H 16.504 12.245 13.881  -0.18
H 17.850 13.370 13.522  0.54
H 17.792 12.641 15.125  0.24
H 18.469 7.915 14.664  0.38
H 16.841 5.353 15.269  0.28
H 17.364 6.712 16.388  0.30
H 18.539 5.719 15.632  0.46
H 17.193 5.756 12.763  0.30
H 18.892 6.194 12.963  0.40
H 17.658 7.373 12.262  0.23
H 14.305 9.554 19.122  0.56
H 11.805 11.109 19.273  0.44
H 12.479 10.348 20.590  0.44
H 11.751 9.355 19.258  0.34
H 13.581 12.427 18.419  0.14
H 15.309 11.822 18.523  0.25
H 14.341 11.951 20.026  0.50
C 13.559 12.827 15.074  -0.29
Si 12.257 12.528 13.715  0.68
C 10.571 12.734 14.559  2.83
C 10.757 11.989 15.903  -2.54
C 10.089 14.131 14.880  -1.81
C 9.438 11.929 13.881  -1.68
C 12.734 13.954 12.546  2.15
C 13.130 15.302 13.192  -1.99
C 14.041 13.626 11.785  -1.56
C 11.652 14.171 11.463  -1.47
H 13.291 13.629 15.773  0.61
H 14.582 13.007 14.767  0.54
H 13.510 11.936 15.671  -0.98
H 11.293 12.605 16.648  0.39
H 11.205 11.012 15.680  0.23
H 9.788 11.763 16.269  0.53
H 10.835 14.749 15.419  0.33
H 9.191 14.021 15.526  0.46
H 9.742 14.739 14.035  0.32
H 9.627 10.863 14.098  0.30
H 9.294 12.152 12.813  0.18
H 8.452 12.150 14.378  0.53
H 13.909 15.162 13.913  0.42
H 12.350 15.828 13.676  0.39
H 13.495 15.952 12.368  0.47
H 14.861 13.653 12.555  0.21
H 14.177 14.321 11.000  0.78
H 13.961 12.664 11.240  -0.06
H 10.710 14.576 11.897  0.21
H 11.304 13.197 11.099  0.20
H 12.080 14.716 10.624  0.48
Cl 13.512 7.308 12.845  -0.38
Si 11.348 8.154 12.705  0.20
Cl 10.630 7.540 10.825  -0.31
Cl 10.282 6.968 14.028  -0.38
N 15.315 8.963 10.533  -0.20
C 14.263 9.790 10.117  -0.03
N 13.208 10.027 10.848  1.13
C 12.227 10.749 10.081  -0.38
C 10.917 10.976 10.435  -0.51
C 10.024 11.490 9.534  -0.27
C 10.437 11.755 8.238  -0.98
C 11.757 11.538 7.869  -0.31
C 12.665 11.030 8.786  0.43
S 14.298 10.519 8.552  -0.32
H 15.058 8.347 11.274  -0.18
H 15.691 8.377 9.750  0.36
H 10.667 10.742 11.483  -0.40
H 9.010 11.835 9.708  0.53
H 9.766 12.143 7.492  0.46
H 12.000 11.793 6.852  0.45
C 7.070 8.123 11.034  -1.12
S 7.768 9.571 11.802  0.31
C 7.025 9.256 13.392  -0.89
H 6.002 8.091 11.175  0.42
H 7.463 7.180 11.437  0.28
H 7.276 8.172 9.977  0.35
H 7.231 8.203 13.679  0.24
H 5.935 9.364 13.407  0.40
H 7.458 9.930 14.156  0.19

Its molecular weight is 896.33 g mol⁻¹. As for the charge: +1. Its multiplicity is 2. The calculation puts the HOMO energy (alpha / beta) at -10.074 / -10.075 eV.

=====

Model 2:
# C31H63Cl3N2O6P2S2Si2Ti

A structure of composition C31H63Cl3N2O6P2S2Si2Ti (wB97M-V/def2-TZVPD, OMol25).

Last column: Mulliken charge in e.
Element x y z (Å)
Ti -0.881 -0.562 -0.909  -0.19
C 2.273 -0.421 -3.406  -0.58
C 3.329 -1.288 -2.772  0.49
C 3.288 -2.816 -2.878  -0.96
O 3.413 -0.769 -1.361  -0.29
P 2.541 -1.217 -0.126  -0.76
O 1.133 -1.622 -0.482  0.66
C 2.618 0.196 0.951  -0.56
P 1.395 1.464 0.497  -0.92
O 0.085 0.801 0.252  0.51
O 1.772 2.315 -0.726  0.08
C 2.690 3.554 -0.851  0.91
C 3.520 3.441 -2.113  -1.51
C 1.822 4.754 -0.872  -1.46
O 1.456 2.517 1.639  -0.12
C 1.177 2.461 3.039  1.16
C -0.268 2.769 3.322  -1.04
C 2.142 3.343 3.677  -1.83
O 3.285 -2.415 0.572  0.21
C 4.669 -2.297 1.038  0.86
C 5.470 -3.202 0.178  -1.45
C 4.787 -2.633 2.482  -1.34
H 1.989 -0.801 -4.405  0.47
H 2.552 0.648 -3.412  0.10
H 1.306 -0.399 -2.893  -0.41
H 4.289 -0.932 -3.160  0.27
H 2.478 -3.263 -2.219  -0.12
H 4.147 -3.261 -2.439  0.43
H 3.149 -3.210 -3.863  0.49
H 3.580 0.679 0.909  0.69
H 2.519 -0.080 2.021  0.44
H 3.354 3.554 0.020  0.31
H 2.886 3.460 -3.028  0.27
H 4.218 2.545 -2.058  0.20
H 4.121 4.282 -2.119  0.66
H 1.094 4.649 -1.665  0.19
H 2.406 5.641 -1.118  0.64
H 1.359 4.983 0.100  0.18
H 1.471 1.484 3.434  -0.12
H -0.516 3.788 2.940  0.26
H -0.370 2.708 4.387  0.51
H -0.935 2.081 2.767  -0.06
H 2.036 4.388 3.375  0.34
H 3.125 3.088 3.317  0.44
H 2.150 3.280 4.804  0.36
H 5.001 -1.272 0.925  0.29
H 5.265 -4.218 0.436  0.34
H 6.509 -3.022 0.456  0.43
H 5.346 -3.079 -0.892  0.15
H 4.601 -3.708 2.655  0.34
H 4.031 -2.061 3.096  0.19
H 5.814 -2.367 2.787  0.41
C -3.491 1.837 0.743  -0.63
Si -2.855 1.215 -1.037  0.42
C -2.033 2.797 -1.857  2.86
C -0.880 2.317 -2.881  -1.43
C -1.433 3.733 -0.803  -2.24
C -3.039 3.598 -2.680  -1.63
C -4.498 0.548 -1.879  2.18
C -4.399 0.427 -3.404  -1.57
C -4.594 -0.866 -1.273  -1.92
C -5.782 1.300 -1.611  -1.94
H -4.021 2.853 0.539  0.42
H -2.641 1.983 1.406  -0.25
H -4.199 1.049 0.993  0.29
H 0.038 1.973 -2.402  -0.32
H -0.563 3.074 -3.567  0.63
H -1.377 1.502 -3.500  0.32
H -0.660 3.201 -0.155  0.28
H -2.215 4.217 -0.227  0.40
H -0.874 4.479 -1.315  0.60
H -3.191 3.060 -3.604  0.38
H -2.672 4.624 -2.955  0.44
H -3.976 3.827 -2.121  0.25
H -3.410 0.162 -3.689  0.30
H -4.658 1.380 -3.917  0.34
H -5.008 -0.364 -3.827  0.44
H -3.751 -1.532 -1.492  0.21
H -5.420 -1.392 -1.753  0.67
H -4.739 -0.896 -0.139  0.25
H -5.762 2.335 -1.977  0.38
H -5.979 1.547 -0.584  0.33
H -6.576 0.697 -2.089  0.46
Cl 4.953 -6.937 -2.052  -0.22
Si 2.992 -6.247 -2.288  0.40
Cl 2.237 -6.254 -0.330  -0.19
Cl -1.095 -1.262 -3.039  -0.50
N -0.590 -3.838 -1.320  -0.04
C -1.527 -3.420 -0.483  0.12
N -1.581 -2.256 0.124  1.21
C -2.714 -2.196 1.008  -1.53
C -2.914 -1.137 1.873  0.42
C -4.006 -1.126 2.690  -0.99
C -4.889 -2.207 2.673  -0.73
C -4.682 -3.320 1.821  -0.62
C -3.521 -3.331 1.025  1.19
S -2.788 -4.549 -0.054  -0.36
H 0.211 -3.184 -1.406  -0.39
H -0.785 -4.609 -1.914  0.21
H -2.141 -0.289 1.921  0.16
H -4.210 -0.314 3.410  0.41
H -5.751 -2.234 3.312  0.46
H -5.318 -4.191 1.910  0.49
C 0.189 -2.981 3.136  -0.73
S 0.054 -1.282 3.498  0.41
C 0.289 -1.351 5.212  -1.27
H 1.230 -3.384 3.240  0.34
H -0.161 -3.093 2.107  -0.28
H -0.435 -3.591 3.796  0.47
H 1.268 -1.697 5.537  0.33
H -0.512 -1.965 5.750  0.30
H 0.170 -0.396 5.592  0.43

Its molecular weight is 896.33 g mol⁻¹. As for the charge: +1. Its multiplicity is 2. The calculation puts the HOMO energy (alpha / beta) at -9.359 / -9.187 eV.

=====

The relative energies come out as model 1 0.0; model 2 22.2, with values in kcal/mol.

=====

Model 1:
# C5H6OS2

A structure of composition C5H6OS2 (wB97M-V/def2-TZVPD, OMol25).

Last column: Mulliken charge in e.
Element x y z (Å)
C 2.458 0.324 -1.539  -0.70
C 0.757 -0.005 0.672  0.40
C -1.634 0.447 0.165  -0.05
C 0.258 -0.742 1.731  -0.14
C -0.808 -1.091 2.583  -0.66
H 1.534 0.041 -2.167  0.26
H 3.524 -0.061 -1.893  0.28
H 2.259 1.481 -1.397  0.25
H 1.097 0.922 0.801  0.33
H -1.858 0.472 1.417  0.21
H -1.871 -1.692 3.207  0.35
O -0.375 0.161 -0.439  -0.20
S 2.187 -0.775 -0.036  -0.07
S -2.679 1.022 -1.097  -0.25

Its molecular weight is 146.24 g mol⁻¹. Its multiplicity is 1. The calculation puts the HOMO energy at -8.508 eV.

=====

Model 2:
# C5H6OS2

The molecule C5H6OS2 (wB97M-V/def2-TZVPD, OMol25).

Last column: Mulliken charge in e.
Element x y z (Å)
S -2.667 -0.756 -0.492  -0.29
C -1.288 -0.135 -0.023  -0.21
C -0.372 -0.784 0.904  -0.05
C 0.281 0.590 1.199  -0.68
C -0.325 1.139 -0.089  -0.01
O 0.687 0.896 -1.048  -0.38
C 0.975 -0.455 -1.369  -0.30
S 0.958 -1.676 -0.017  -0.13
H -0.759 -1.366 1.718  0.45
H -0.236 1.118 2.053  0.29
H 1.432 0.527 1.378  0.28
H -0.893 2.034 -0.288  0.44
H 2.009 -0.396 -1.747  0.34
H 0.197 -0.736 -2.178  0.26

Its molecular weight is 146.24 g mol⁻¹. Its multiplicity is 1. The calculation puts the HOMO energy at -8.785 eV. The structure (SMILES) is S=C1[C@@H]2C[C@H]1OCS2.

=====

Model 3:
# C5H6OS2

The molecule C5H6OS2 (wB97M-V/def2-TZVPD, OMol25).

Last column: Mulliken charge in e.
Element x y z (Å)
O -2.123 0.010 -0.068  -0.56
C -0.738 0.178 -0.205  0.28
C -0.054 0.030 1.100  -0.80
C 1.342 -0.138 0.673  -0.18
S 1.583 -1.402 -0.376  -0.19
C 0.032 -0.648 -1.111  -0.53
C 0.090 0.934 -1.185  -0.12
S 1.553 1.454 -0.185  -0.17
H -2.361 -0.814 0.190  0.32
H -0.240 0.916 1.548  0.38
H -0.575 -0.638 1.903  0.35
H 2.016 -0.350 1.470  0.49
H -0.592 -1.394 -1.781  0.39
H 0.067 1.862 -1.974  0.35

Its molecular weight is 146.24 g mol⁻¹. Its multiplicity is 1. The calculation puts the HOMO energy at -8.697 eV. The structure (SMILES) is O[C@@]12C[C@H]3S[C@@H]1[C@@H]2S3.

=====

The relative energies come out as model 1 126.8; model 2 0.0; model 3 19.0, with values in kcal/mol.